1.
{
  "formula": "C14H20BCl2IrN5O6",
  "method": "ωB97M-V/def2-TZVPD",
  "symbols": ["Ir", "Cl", "C", "C", "C", "Cl", "C", "O", "C", "C", "O", "C", "H", "H", "H", "N", "N", "C", "N", "N", "N", "O", "O", "H", "H", "H", "H", "H", "C", "C", "C", "O", "B", "O", "C", "C", "C", "H", "H", "H", "H", "H", "H", "H", "H", "H", "H", "H", "H"],
  "positions_angstrom": [[0.35, -0.27, 0.09], [5.69, 4.83, 0.07], [4.64, 3.44, 0.07], [5.21, 2.13, 0.09], [4.43, 1.03, 0.07], [5.13, -0.55, 0.11], [3.01, 1.13, 0.03], [2.31, 0.05, 0.00], [2.48, 2.43, 0.03], [1.11, 2.62, 0.02], [0.22, 1.74, -0.04], [3.32, 3.59, 0.05], [6.28, 2.01, 0.13], [0.74, 3.65, 0.06], [2.89, 4.58, 0.04], [-1.85, -0.21, 0.18], [-2.47, -1.47, 0.06], [-1.68, -2.58, 0.08], [-2.20, -3.79, 0.09], [-0.41, -2.28, 0.08], [0.63, -3.22, 0.04], [0.41, -4.41, 0.02], [1.68, -2.68, 0.04], [-2.02, 0.17, 1.12], [-2.21, 0.42, -0.54], [-3.45, -1.55, 0.25], [-3.19, -3.95, -0.02], [-1.55, -4.56, 0.02], [-1.72, -0.32, 5.00], [-0.63, 0.31, 4.16], [-0.58, 1.81, 4.39], [-0.95, 0.12, 2.74], [0.26, -0.12, 2.10], [1.32, -0.28, 2.94], [0.77, -0.38, 4.30], [1.72, 0.30, 5.25], [0.67, -1.86, 4.61], [-2.65, 0.26, 4.88], [-1.45, -0.31, 6.05], [-1.92, -1.35, 4.69], [-1.54, 2.25, 4.13], [0.19, 2.27, 3.77], [-0.37, 2.04, 5.44], [1.95, 1.32, 4.94], [2.66, -0.26, 5.28], [1.29, 0.32, 6.26], [-0.01, -2.36, 3.91], [0.33, -2.03, 5.63], [1.66, -2.31, 4.49]],
  "nbo_charge": [0.834, 0.032, -0.072, -0.155, -0.122, 0.056, 0.493, -0.659, -0.310, 0.414, -0.602, -0.156, 0.255, 0.175, 0.236, -0.580, -0.428, 0.634, -0.754, -0.511, 0.652, -0.409, -0.298, 0.442, 0.410, 0.407, 0.423, 0.458, -0.633, 0.250, -0.636, -0.809, 1.026, -0.738, 0.252, -0.634, -0.636, 0.223, 0.231, 0.221, 0.223, 0.216, 0.231, 0.226, 0.235, 0.222, 0.204, 0.225, 0.237],
  "energy_ha": -2320.057453,
  "charge": 1,
  "gap_ev": 7.7,
  "max_force_ev_per_a": 4.1
}


2.
{
  "formula": "C14H20BF16IInO4",
  "method": "ωB97M-V/def2-TZVPD",
  "symbols": ["C", "C", "C", "I", "In", "C", "B", "O", "O", "H", "H", "H", "H", "H", "H", "H", "H", "H", "H", "H", "H", "C", "C", "C", "F", "F", "F", "F", "O", "C", "C", "F", "F", "F", "F", "H", "H", "H", "H", "C", "C", "C", "F", "F", "F", "F", "O", "C", "C", "F", "F", "F", "F", "H", "H", "H", "H"],
  "positions_angstrom": [[2.02, 1.54, 2.13], [2.98, 1.05, 3.21], [2.31, 0.13, 4.24], [3.85, -1.10, 5.16], [0.50, -1.09, 3.65], [0.46, -1.52, 1.48], [1.80, -2.00, 0.89], [2.19, -1.77, -0.47], [2.71, -2.70, 1.65], [1.03, 1.74, 2.55], [1.88, 0.80, 1.33], [2.38, 2.46, 1.66], [3.82, 0.53, 2.74], [3.42, 1.92, 3.71], [2.01, 0.73, 5.09], [-0.92, -0.13, 4.12], [0.52, -2.61, 4.55], [-0.29, -2.32, 1.37], [0.09, -0.67, 0.89], [2.62, -0.92, -0.61], [3.48, -2.94, 1.13], [2.50, -0.55, -4.05], [2.80, 0.82, -3.44], [1.83, 1.97, -3.75], [1.81, 2.22, -5.08], [2.25, 3.09, -3.13], [4.06, 1.20, -3.69], [2.66, 0.63, -2.09], [3.23, -0.87, -5.23], [2.77, -0.58, -6.48], [3.78, 0.28, -7.27], [4.02, 1.43, -6.62], [3.25, 0.57, -8.48], [1.55, -0.03, -6.48], [2.68, -1.76, -7.16], [2.85, -1.27, -3.31], [1.43, -0.69, -4.18], [0.82, 1.72, -3.41], [4.71, -0.28, -7.40], [-4.99, 0.26, 3.67], [-6.24, -0.44, 3.14], [-6.06, -1.78, 2.42], [-5.35, -1.64, 1.29], [-7.29, -2.26, 2.08], [-6.97, 0.39, 2.38], [-6.98, -0.75, 4.26], [-4.44, 1.26, 2.83], [-3.43, 0.95, 1.95], [-3.79, 1.43, 0.54], [-4.97, 0.90, 0.14], [-2.83, 1.03, -0.33], [-3.15, -0.36, 1.95], [-2.33, 1.61, 2.33], [-5.34, 0.80, 4.56], [-4.25, -0.47, 3.99], [-5.58, -2.51, 3.07], [-3.86, 2.52, 0.53]],
  "lowdin_charge": [-0.127, -0.432, -0.845, 0.610, 0.403, -0.210, -0.784, 0.069, 0.114, 0.063, 0.042, 0.065, 0.062, 0.086, -0.021, -0.111, -0.105, 0.026, 0.017, 0.048, 0.090, -0.022, -0.435, -0.301, 0.090, 0.102, 0.145, 0.094, 0.056, -0.554, -0.289, 0.104, 0.094, 0.152, 0.128, 0.148, 0.152, 0.175, 0.172, -0.044, -0.437, -0.305, 0.101, 0.087, 0.136, 0.083, 0.047, -0.566, -0.285, 0.094, 0.099, 0.144, 0.128, 0.149, 0.151, 0.174, 0.171],
  "energy_ha": -2957.053929,
  "charge": -1,
  "gap_ev": 6.9,
  "max_force_ev_per_a": 0.6
}


3.
{
  "formula": "C14H20Br4N2O2",
  "method": "ωB97M-V/def2-TZVPD",
  "symbols": ["C", "C", "C", "C", "H", "H", "Br", "Br", "C", "O", "N", "H", "C", "C", "H", "C", "H", "C", "N", "C", "O", "C", "C", "C", "H", "H", "Br", "Br", "C", "H", "H", "H", "H", "H", "H", "H", "H", "H", "H", "H", "H", "H"],
  "positions_angstrom": [[-2.21, -1.80, 1.18], [-2.41, -0.90, -0.02], [-3.79, -0.92, -0.66], [-2.64, -1.55, -1.37], [-2.61, -2.63, -1.42], [-2.26, -1.08, -2.27], [-4.63, 0.67, -1.37], [-5.15, -2.06, 0.10], [-1.66, 0.41, 0.13], [-1.10, 0.66, 1.19], [-1.65, 1.23, -0.93], [-1.97, 0.91, -1.82], [-1.22, 2.62, -0.88], [0.30, 2.80, -0.81], [0.59, 3.64, -1.45], [0.81, 3.05, 0.62], [0.07, 2.68, 1.33], [2.12, 2.31, 0.90], [1.89, 0.88, 0.88], [2.64, 0.05, 0.15], [3.58, 0.41, -0.54], [2.28, -1.43, 0.26], [1.56, -2.02, -0.92], [3.01, -2.30, -0.74], [3.71, -1.79, -1.39], [3.30, -3.30, -0.45], [0.95, -0.87, -2.34], [0.32, -3.47, -0.67], [2.00, -1.93, 1.66], [1.92, -3.01, 1.67], [2.82, -1.63, 2.32], [1.07, -1.51, 2.05], [1.03, 0.58, 1.31], [2.50, 2.60, 1.88], [2.87, 2.53, 0.14], [0.96, 4.11, 0.79], [0.77, 1.91, -1.23], [-1.62, 3.09, -1.77], [-1.68, 3.09, 0.00], [-1.17, -1.79, 1.47], [-2.79, -1.43, 2.03], [-2.51, -2.82, 0.97]],
  "nbo_charge": [-0.595, -0.206, -0.133, -0.440, 0.249, 0.233, 0.072, 0.080, 0.704, -0.665, -0.598, 0.404, -0.213, -0.426, 0.211, -0.415, 0.224, -0.218, -0.623, 0.693, -0.631, -0.200, -0.144, -0.436, 0.267, 0.233, 0.072, 0.060, -0.603, 0.227, 0.229, 0.218, 0.429, 0.193, 0.229, 0.208, 0.222, 0.206, 0.206, 0.232, 0.229, 0.218],
  "energy_ha": -11101.512458,
  "gap_ev": 9.8,
  "max_force_ev_per_a": 0.7
}


4.
{
  "formula": "C14H20Cl3N2O10RuS",
  "method": "ωB97M-V/def2-TZVPD",
  "symbols": ["Ru", "C", "C", "N", "C", "C", "N", "C", "O", "O", "C", "O", "O", "H", "H", "H", "H", "H", "O", "H", "H", "Cl", "C", "Cl", "Cl", "C", "O", "O", "C", "C", "S", "O", "C", "C", "H", "H", "H", "H", "H", "H", "H", "H", "H", "H", "C", "C", "O", "O", "H", "H", "H"],
  "positions_angstrom": [[-0.08, -1.01, 0.83], [-2.75, 0.11, 3.38], [-2.97, -0.09, 1.93], [-2.08, -0.48, 1.03], [-2.70, -0.50, -0.19], [-4.00, -0.12, -0.04], [-4.14, 0.13, 1.30], [-5.17, 0.07, -0.95], [-4.98, -0.14, -2.23], [-6.21, 0.44, -0.47], [-1.89, -0.89, -1.37], [-2.34, -0.86, -2.50], [-0.67, -1.23, -1.07], [-1.83, -0.38, 3.68], [-3.58, -0.30, 3.95], [-2.67, 1.17, 3.61], [-5.02, 0.43, 1.70], [-4.05, -0.43, -2.44], [-0.74, -3.29, 1.34], [-0.60, -3.47, 2.28], [-0.11, -3.86, 0.88], [4.52, -2.60, -2.15], [3.48, -2.91, -0.77], [4.44, -2.93, 0.72], [2.64, -4.45, -0.99], [2.41, -1.78, -0.60], [2.47, -0.79, -1.32], [1.58, -2.05, 0.33], [3.53, 2.12, -1.79], [2.36, 2.28, -0.84], [0.99, 1.18, -1.19], [-0.15, 1.52, -0.33], [0.61, 1.16, -2.93], [-0.03, 2.47, -3.39], [4.34, 2.74, -1.42], [3.28, 2.47, -2.80], [3.87, 1.09, -1.84], [1.93, 3.28, -0.85], [2.60, 2.02, 0.19], [-0.04, 0.30, -3.05], [1.56, 0.94, -3.42], [-0.90, 2.71, -2.79], [-0.35, 2.35, -4.42], [0.68, 3.30, -3.34], [2.15, 0.15, 4.05], [1.42, -0.10, 2.77], [1.76, 0.40, 1.69], [0.37, -0.87, 2.79], [3.20, -0.09, 3.91], [1.74, -0.44, 4.86], [2.09, 1.21, 4.29]],
  "nbo_charge": [1.518, -0.677, 0.452, -0.492, -0.012, 0.048, -0.461, 0.764, -0.644, -0.555, 0.788, -0.612, -0.705, 0.265, 0.250, 0.253, 0.463, 0.518, -0.926, 0.505, 0.511, 0.075, -0.215, 0.054, 0.050, 0.796, -0.628, -0.703, -0.635, -0.610, 1.628, -0.818, -0.620, -0.625, 0.252, 0.218, 0.254, 0.257, 0.294, 0.292, 0.271, 0.235, 0.256, 0.221, -0.726, 0.814, -0.689, -0.703, 0.257, 0.242, 0.254],
  "energy_ha": -3280.869311,
  "charge": 1,
  "spin_multiplicity": 5,
  "gap_ev": [9.8, 7.1],
  "max_force_ev_per_a": 0.6
}